Molecular formula: C7H13N2S
Method: DFT, the ωB97M-V functional and the def2-TZVPD basis

Atoms and positions in Å:
C (-2.04105, 2.60977, 1.57818)
C (0.30967, 0.56669, -0.25418)
C (-1.07756, -1.33802, -0.25510)
C (-0.02082, -2.47122, 0.03377)
C (0.21038, -0.71698, -2.42483)
C (2.06702, 0.84999, 1.23158)
C (-0.21973, -0.28571, -1.01352)
N (0.56949, 2.61459, 0.78809)
N (0.85039, 1.33912, 0.57016)
S (-0.68483, 3.39539, 1.15543)
H (-2.79902, 3.18167, 2.12205)
H (-1.72819, -0.88880, 0.46204)
H (-2.30541, 1.52881, 1.32010)
H (-1.82883, -1.85621, -1.05034)
H (0.54087, -2.21715, 0.87040)
H (-0.62626, -3.35387, 0.08056)
H (0.48792, -2.44481, -0.94749)
H (1.30159, -1.01660, -2.50596)
H (-0.27863, -1.64475, -2.56016)
H (0.09935, 0.00654, -3.21010)
H (1.84478, 0.47732, 2.25201)
H (2.51346, 0.02322, 0.72003)
H (2.81543, 1.64100, 1.03727)

Computed properties:
HOMO-LUMO gap (hartree): 0.3244
Total charge: +1
Highest occupied orbital energy (hartree): -0.4816
Calculated total energy (Eh): -781.758560
Spin multiplicity: 1
Relative energy (zero: lowest compared OMol25 entry of this formula, charge and spin) (kcal/mol): 159.4
LUMO (eV): -4.277

Atomic partial charges in e from the natural (NBO) method, atoms 1 to 2:
1. C -0.750
2. C 0.377